1.
Molecular formula: C2H5NO4
Method: DFT, ωB97M-V/def2-TZVPD

SMILES ... O=CNC(=O)O.O
Net charge ... 0
Highest occupied orbital energy ... -10.85 eV

Atoms and positions in Å:
N 0.204 -0.052 1.210
C 0.134 1.330 1.257
O 0.634 1.975 0.283
C 0.459 -0.768 0.038
O 0.265 -1.930 -0.118
H 0.944 0.918 -0.801
H -0.537 -0.443 1.880
H -1.928 0.192 -1.775
H -1.550 -1.360 -1.421
O -1.894 -0.466 -1.114
O 0.803 -0.107 -1.072
H -0.380 1.903 2.043

Mulliken population analysis, charges in e, atoms 1 to 2: -0.166, 0.223

---

2.
Molecular formula: C18H31LuN2
Method: DFT, ωB97M-V/def2-TZVPD

Net charge ... +2
Highest occupied orbital energy ... -14.42 eV

Atoms and positions in Å:
C -4.044 3.524 -0.237
H -5.095 3.218 -0.342
H -1.223 -0.504 -1.461
H 2.025 3.334 -0.623
H -3.700 3.913 -1.204
H 1.115 2.548 -1.927
H 3.734 0.364 -2.352
H 0.289 3.036 -0.433
H 0.442 1.333 3.024
H -1.270 -4.078 -2.902
C -3.225 2.393 0.227
C 3.111 -2.116 -0.210
H -1.398 0.158 3.222
H -1.973 2.126 -1.448
H -0.739 -5.016 -1.490
H -0.042 -2.915 -0.315
H 2.168 0.985 -2.903
H 0.503 -1.282 -2.148
C -3.260 1.676 1.426
C 0.956 1.874 2.217
H 0.449 -4.132 -2.469
Lu -0.090 -0.668 -0.164
C -0.570 -1.572 -1.988
H 0.256 2.621 1.821
H -1.029 -1.637 -2.965
H 1.794 2.425 2.676
C 2.040 -1.083 2.628
H -1.765 -2.866 -0.730
H -2.783 -0.846 2.739
H 2.877 -2.870 0.552
H 2.461 -0.765 -2.822
C 2.416 -0.829 0.062
N -2.266 1.845 -0.518
H 2.097 -2.169 2.477
H 2.934 -0.785 3.199
H 4.206 -1.990 -0.221
C 1.218 2.613 -0.836
H 1.168 -0.879 3.266
C 1.421 0.956 1.146
C -0.759 -2.850 -1.174
H -4.012 4.339 0.497
C 1.516 1.284 -0.243
H -3.912 1.861 2.264
C 2.155 0.191 -0.909
C -2.292 0.686 1.349
H -1.205 -1.125 1.985
C 2.645 0.192 -2.315
C 1.950 -0.360 1.332
N -1.666 0.796 0.133
C -1.890 -0.322 2.357
H 2.831 -2.532 -1.190
C -0.567 -4.100 -2.061

Mulliken population analysis, charges in e, atoms 1 to 2: -1.213, 0.315

---

3.
Molecular formula: C20H13ClINO3
Method: DFT, ωB97M-V/def2-TZVPD

SMILES ... OCc1cccc2cc(Oc3ccc(I)c4cccnc34)c(O)c(Cl)c12
Net charge ... 0
Highest occupied orbital energy ... -8.12 eV

Atoms and positions in Å:
C 1.324 0.251 1.553
C 2.596 0.868 1.123
O 5.252 2.636 2.020
C -1.845 -2.907 -1.512
C 5.131 1.236 1.792
C -2.939 -0.332 -1.684
N -3.422 0.953 -1.819
C -1.552 -0.475 -1.513
C 2.582 1.541 -0.164
C -3.787 -1.463 -1.704
H 0.499 1.999 -2.540
C 3.697 0.795 2.040
H 4.727 3.104 1.337
H 5.440 0.935 0.779
H -1.438 -3.918 -1.398
C -4.719 1.127 -1.952
C 0.223 0.172 0.704
H 5.789 0.728 2.544
H 0.284 -0.779 3.093
C 2.289 -0.427 3.657
O 1.389 2.174 -2.158
H 4.336 0.062 3.947
C 1.217 -0.327 2.799
H -5.125 2.128 -2.089
C 3.511 0.131 3.255
H 0.049 -1.927 -1.310
C 1.426 1.523 -0.950
O -0.771 0.663 -1.447
Cl 3.983 2.373 -0.827
C -5.620 0.049 -1.953
H 2.269 -0.942 4.615
H -0.640 -0.393 1.023
C 0.270 0.784 -0.544
H -6.651 0.291 -2.074
C -1.008 -1.794 -1.406
I -4.456 -4.731 -1.872
C -5.164 -1.277 -1.831
C -3.216 -2.782 -1.653
H -5.929 -2.051 -1.882

Mulliken population analysis, charges in e, atoms 1 to 2: 0.325, 0.373

---

4.
Molecular formula: C13H22N4O3SV
Method: DFT, ωB97M-V/def2-TZVPD

Net charge ... +2
Multiplicity ... 4
Highest occupied orbital energy (alpha / beta) ... -13.27 / -13.74 eV

Atoms and positions in Å:
C 4.157 3.120 3.019
C -0.646 0.368 -1.185
H 5.231 4.840 3.023
N 4.710 4.175 3.602
H 0.769 -2.172 -2.344
H -3.092 -4.451 -0.909
S 4.293 2.925 1.338
H -3.277 2.074 2.729
H -0.911 0.112 -3.141
C -2.701 -4.421 -1.940
H -2.700 0.795 0.881
H -1.716 0.375 -1.256
H 0.912 0.357 -2.658
H 4.644 4.377 4.561
C -1.357 -3.569 -4.500
C -1.683 -3.288 -2.063
H -2.461 -3.501 -4.577
C -2.229 1.781 0.894
C -0.018 0.934 -0.104
O 1.295 1.032 0.036
C -0.084 -0.134 -2.421
H 3.970 0.386 3.512
N 3.436 2.321 3.828
O 0.854 1.839 2.639
H -0.959 -3.093 -5.413
H -2.481 2.347 0.001
H 0.415 -1.309 -3.922
C -1.530 -2.493 -0.911
C -0.991 -2.870 -3.220
H -2.243 -5.408 -2.148
C -0.327 1.957 2.216
N 3.156 0.993 3.388
O -1.287 2.521 2.931
H -1.124 -4.639 -4.612
C -2.509 2.542 2.134
N -0.772 1.519 0.965
H 2.449 0.563 3.972
H 3.601 2.353 4.818
H -0.700 -1.794 -0.897
H -2.764 3.580 1.972
C 0.006 -1.779 -3.002
H -3.558 -4.253 -2.619
H -2.203 -2.543 -0.039
V 2.426 1.529 1.426

Mulliken population analysis, charges in e, atoms 1 to 2: 0.766, -0.702

---

5.
Molecular formula: C37H43NO11P5RhTe
Method: DFT, ωB97M-V/def2-TZVPD

Net charge ... 0
Multiplicity ... 5
Highest occupied orbital energy (alpha / beta) ... -7.83 / -7.75 eV

Atoms and positions in Å:
H -1.965 -1.328 3.309
O 1.163 0.307 4.391
C -1.689 -5.228 0.087
C -4.625 -0.270 -0.340
O -0.615 -2.638 -0.609
H -7.266 -2.352 -0.732
O 2.346 1.717 0.331
H -2.367 3.270 -5.084
C -2.392 1.612 2.183
N -2.149 -0.023 -0.911
H -2.310 4.661 0.725
C 4.402 4.704 2.625
Te 1.263 -2.778 2.271
O 0.691 1.969 2.478
O -1.120 -4.447 1.134
C 0.610 8.624 -1.133
Rh -0.312 -0.161 -0.022
H -4.272 -2.097 3.787
H 6.312 5.673 2.571
H 2.075 0.334 4.679
H -3.677 1.054 3.797
P 1.843 4.181 -0.611
H 4.254 5.345 -1.154
H -3.960 3.547 -3.227
H -1.042 -6.582 -1.458
H -2.302 -4.593 -0.559
C -2.398 -2.154 2.738
H 4.439 4.533 3.691
C 0.678 7.789 -2.234
H -1.890 0.657 2.123
H -4.747 1.736 0.417
C -7.385 -0.347 0.014
C -2.047 3.081 -4.069
H -2.328 -5.965 0.582
H -8.458 -0.373 0.138
C -3.390 1.838 3.113
O 0.262 -0.716 -2.403
H -0.372 4.638 0.176
H 2.183 -0.295 -2.924
H -3.257 3.135 -0.919
H 1.764 2.009 1.054
H 1.994 -1.835 -2.085
C -0.342 2.453 -2.504
H 1.448 -1.682 -3.778
C -3.259 -0.180 -0.594
C -3.917 -2.083 2.760
H 1.109 5.810 -2.941
H -7.190 1.669 0.716
H -0.004 -5.162 -1.233
H 0.039 -6.486 -0.057
C 1.387 5.968 -0.831
P 1.038 0.562 2.828
C -5.307 0.849 0.166
C -1.234 2.633 -1.449
H 2.490 3.784 2.422
C -4.007 3.077 3.176
H -4.339 -2.932 2.228
C -1.977 2.623 1.327
H 0.584 3.975 1.524
H 6.237 6.050 0.129
C 1.539 -1.166 -2.816
H 0.668 2.125 -2.289
O 1.768 -0.740 0.180
H -0.054 2.534 -4.621
C 3.291 4.292 1.906
P -0.692 -2.910 0.844
C -0.747 2.677 -3.807
H -4.820 -2.289 -1.048
C -2.606 3.863 1.390
C -2.542 3.014 -1.721
C -5.346 -1.433 -0.654
O 2.535 0.254 2.358
C 0.351 3.873 0.465
C 4.303 5.164 -0.087
C 1.305 6.812 0.275
C -6.674 0.801 0.336
H 1.548 6.433 1.258
C 3.225 4.542 0.542
O 4.217 -0.054 0.454
H -4.098 5.050 2.346
P 2.815 0.227 0.716
C -2.943 3.243 -3.026
C -0.601 -5.913 -0.723
H 0.433 8.172 -3.215
O -1.954 -2.057 1.388
P -0.564 2.274 0.224
H -4.260 -1.169 2.280
C 5.412 5.564 0.630
H -2.049 -3.100 3.168
C 0.918 8.129 0.125
C -3.619 4.083 2.306
H -4.777 3.262 3.909
H 0.858 8.774 0.991
C 5.456 5.344 1.997
C 1.062 6.465 -2.083
O 0.068 -0.475 2.305
H 0.317 9.658 -1.250
H -0.265 -1.511 -2.215
C -6.714 -1.460 -0.476

Mulliken population analysis, charges in e, atoms 1 to 2: -0.018, -0.609

---

6.
Molecular formula: C6H10O
Method: DFT, ωB97M-V/def2-TZVPD

SMILES ... O[C@@H]1C=CCCC1
Net charge ... 0
Highest occupied orbital energy ... -9.59 eV

Atoms and positions in Å:
H -2.003 0.885 -0.821
O 1.448 -0.762 1.366
C 1.303 -0.508 -0.031
H -2.014 -1.302 0.116
C 1.140 0.962 -0.333
C -1.101 -0.731 0.297
H -0.826 -0.914 1.343
H 0.163 -2.301 -0.611
H -0.072 -0.861 -1.623
H -0.190 2.576 -0.527
H 2.220 -0.911 -0.463
C -0.069 1.525 -0.271
C -1.335 0.764 0.044
H -1.854 1.229 0.892
H 1.196 0.022 1.866
C 0.062 -1.210 -0.588
H 2.009 1.534 -0.646

Mulliken population analysis, charges in e, atoms 1 to 2: 0.296, -0.583

---

- Which value of net charge does entry 1 give?
  0